*w*
The following is a quantum chemistry calculation of 2 unconnected molecules or ions with the total composition CH5NOP2, from the Open Molecules 2025 dataset.

```
10
Properties=species:S:1:pos:R:3:nbo_charge:R:1
C -1.332 -0.695 0.806 -0.9716
N -0.100 -2.429 -1.149 -0.8232
O 0.116 1.402 -0.851 -0.9244
P -0.256 -1.063 -0.636 1.1901
P 1.554 1.852 -0.788 0.9441
H -0.721 0.056 1.370 0.2540
H -2.165 -0.102 0.422 0.2631
H -1.583 -1.455 1.503 0.2512
H 2.466 0.902 -1.211 -0.0768
H 2.019 1.533 0.533 -0.1065
```

Values from the calculation:
Orbital gap (alpha / beta) = 5.90 / 8.45 eV
Lowest unoccupied orbital energy (alpha / beta) = -2.4 / -1.2 eV
Charge = 0

=====

*x*
The following is a quantum chemistry calculation of 2 unconnected molecules or ions with the total composition CH5NOP2, from the Open Molecules 2025 dataset.

```
10
Properties=species:S:1:pos:R:3:nbo_charge:R:1
C 1.844 0.250 -0.326 -0.2580
N -1.840 -0.177 -0.138 -1.2696
O 0.540 -0.127 -0.568 -0.7945
P -3.350 -0.402 0.170 0.9073
P -0.548 0.793 0.303 1.2068
H 2.427 -0.499 0.229 0.1819
H 1.850 1.135 0.274 0.1704
H 2.499 0.310 -1.124 0.1893
H -3.630 -1.213 -1.110 -0.0978
H 0.206 -0.068 2.291 -0.2357
```

Values from the calculation:
Orbital gap (alpha / beta) = 6.91 / 6.90 eV
Lowest unoccupied orbital energy (alpha / beta) = -1.5 / -1.5 eV
Charge = 0

=====

The calculated energies rank the structures as follows, beginning with the most stable: *x*, *w*.

=====

*w*
The following is a quantum chemistry calculation of a gas-phase ion, C4H7BrNS (charge +1), from the Open Molecules 2025 dataset.

```
14
Properties=species:S:1:pos:R:3:nbo_charge:R:1
C -0.200 -2.064 1.116 -0.0550
C -0.243 -0.920 0.790 0.0452
C -0.268 0.554 -1.084 -0.3691
C 1.182 0.882 0.895 -0.4086
N -0.027 0.403 0.358 -0.3886
S -2.001 0.378 -1.690 0.1904
Br -2.008 -1.594 -2.419 0.0213
H -0.245 -3.096 1.047 0.2650
H -0.181 1.580 -1.231 0.2360
H 0.360 -0.001 -1.747 0.2681
H 1.085 0.709 1.931 0.2449
H 1.899 0.238 0.563 0.2328
H 1.443 1.996 0.648 0.2567
H -0.795 0.937 0.821 0.4608
```

Values from the calculation:
Orbital gap = 9.34 eV
SMILES = C#C[N@@H+](C)CSBr
Lowest unoccupied orbital energy = -3.9 eV
Charge = +1

=====

*x*
The following is a quantum chemistry calculation of a gas-phase ion, C4H7BrNS (charge +1), from the Open Molecules 2025 dataset.

```
14
Properties=species:S:1:pos:R:3:nbo_charge:R:1
C 0.656 0.899 0.005 0.1273
C -0.307 1.838 0.222 -0.5817
C -2.312 0.103 0.350 -0.5086
C 1.652 -1.345 -0.420 -0.4218
N 0.539 -0.423 -0.221 -0.5482
S -1.946 1.598 -0.307 0.7491
Br -3.905 -0.801 -0.026 0.2958
H 1.700 1.407 0.123 0.2620
H -0.169 2.823 0.413 0.2552
H -1.625 -0.387 1.203 0.2897
H 1.812 -1.848 0.568 0.2163
H 1.549 -1.945 -1.201 0.2180
H 2.673 -0.965 -0.426 0.2368
H -0.317 -0.955 -0.283 0.4102
```

Values from the calculation:
Orbital gap (alpha / beta) = 6.94 / 6.93 eV
Lowest unoccupied orbital energy (alpha / beta) = -6.0 / -6.0 eV
Charge = +1

=====

The calculated energies rank the structures as follows, beginning with the most stable: *x*, *w*.

=====

*w*
The following is a quantum chemistry calculation of 3 unconnected molecules or ions with the total composition C5H13NO2, from the Open Molecules 2025 dataset.

```
21
Properties=species:S:1:pos:R:3:nbo_charge:R:1
N -0.313 0.253 -2.968 -0.6560
C -0.490 0.415 -1.663 0.1204
C 0.561 0.353 -0.759 -0.1785
C 0.492 0.721 0.611 -0.2309
C 1.607 0.606 1.378 0.0594
C 1.801 0.967 2.781 -0.6947
H -1.149 0.276 -3.525 0.4194
H 0.526 0.430 -3.505 0.4341
H -1.468 0.634 -1.245 0.2637
H 1.573 0.138 -1.088 0.2228
H -0.411 1.076 1.096 0.2446
H 2.448 0.126 0.874 0.1984
H 1.038 1.640 3.169 0.2422
H 1.860 0.082 3.422 0.2737
H 2.783 1.439 2.880 0.2635
H -1.959 -1.786 -1.604 0.4621
H -0.713 -2.523 -1.132 0.4775
O -1.658 -2.508 -1.060 -0.9161
H -1.751 -0.618 1.375 0.4604
H -2.370 -1.284 0.233 0.4890
O -2.406 -0.437 0.728 -0.9550
```

Values from the calculation:
Spin multiplicity = 2
Orbital gap (alpha / beta) = 9.20 / 8.02 eV
Expectation value of S² = 0.775
Lowest unoccupied orbital energy (alpha / beta) = -4.0 / -6.7 eV
Charge = +1

=====

*x*
The following is a quantum chemistry calculation of 2 unconnected molecules or ions with the total composition C5H13NO2, from the Open Molecules 2025 dataset.

```
21
Properties=species:S:1:pos:R:3:nbo_charge:R:1
C -0.054 -0.785 2.653 -0.7348
C -0.371 0.342 1.725 0.6325
N 0.059 0.220 0.375 -0.2210
C -1.523 0.169 -1.427 -0.5740
C -0.450 1.058 -0.666 -0.0896
C 0.685 1.356 -1.633 -0.6283
O -1.139 1.230 1.989 -0.4000
H -0.315 -0.491 3.668 0.2814
H -0.672 -1.637 2.361 0.2618
H 0.986 -1.106 2.706 0.2548
H 0.899 -0.357 0.209 0.4499
H -1.050 -0.314 -2.281 0.2335
H -2.036 -0.506 -0.765 0.2296
H -2.200 0.898 -1.875 0.2629
H -0.928 1.871 -0.148 0.2765
H 1.380 2.135 -1.273 0.2499
H 0.286 1.873 -2.483 0.2534
H 1.252 0.469 -1.884 0.2288
H 1.154 -1.984 -0.938 0.4698
H 2.029 -2.575 0.171 0.4944
O 2.008 -1.865 -0.484 -0.9315
```

Values from the calculation:
Spin multiplicity = 2
Orbital gap (alpha / beta) = 12.65 / 7.36 eV
Expectation value of S² = 0.764
Lowest unoccupied orbital energy (alpha / beta) = -3.3 / -8.3 eV
Charge = +1

=====

*y*
The following is a quantum chemistry calculation of 2 unconnected molecules or ions with the total composition C5H13NO2, from the Open Molecules 2025 dataset.

```
21
Properties=species:S:1:pos:R:3:nbo_charge:R:1
C 1.309 0.151 2.210 -0.0573
O 2.701 0.350 2.423 -0.6952
C 0.858 0.581 0.818 -0.4377
C 0.229 -0.529 -0.013 -0.4930
C -0.097 -0.127 -1.405 0.3149
C -0.009 -1.029 -2.472 -0.1659
N -0.578 1.067 -1.623 -0.6014
H 1.041 -0.899 2.380 0.1681
H 0.838 0.773 2.972 0.2029
H 3.222 0.106 1.647 0.4645
H 1.699 1.019 0.275 0.2253
H 0.142 1.400 0.986 0.2036
H -0.690 -0.937 0.431 0.2976
H 0.867 -1.418 -0.064 0.2500
H 0.118 -2.088 -2.312 0.2270
H -0.118 -0.825 -3.536 0.2239
H -0.676 1.656 -0.805 0.4274
H -0.736 1.508 -2.526 0.4395
H -3.424 -0.701 -0.434 0.4662
H -3.399 0.451 0.539 0.4694
O -3.298 -0.508 0.508 -0.9299
```

Values from the calculation:
Spin multiplicity = 2
Orbital gap (alpha / beta) = 9.85 / 6.46 eV
Expectation value of S² = 0.760
Lowest unoccupied orbital energy (alpha / beta) = -3.7 / -7.1 eV
Charge = +1

=====

The calculated energies rank the structures as follows, beginning with the most stable: *w*, *x*, *y*.

=====

*w*
The following is a quantum chemistry calculation of a single C4H8OS molecule, from the Open Molecules 2025 dataset.

```
14
Properties=species:S:1:pos:R:3:nbo_charge:R:1
C 0.826 0.624 1.527 -0.6275
C 0.346 -0.348 0.508 0.0678
C -0.892 0.050 -0.283 -0.2843
C -1.103 -0.474 -1.660 -0.4953
H 1.258 1.544 1.138 0.2162
H 1.631 0.171 2.119 0.2218
H 0.007 0.857 2.226 0.2100
H 0.151 -1.291 0.969 0.1839
H 1.379 0.066 -0.992 0.4638
H -1.760 0.081 0.355 0.2228
H -2.134 -0.730 -1.948 0.2271
H -0.334 -1.152 -1.912 0.2374
O 1.337 -0.690 -0.401 -0.7121
S -0.715 1.293 -1.645 0.0683
```

Values from the calculation:
Orbital gap = 10.10 eV
SMILES = C[C@H](O)[C@@H]1CS1
Lowest unoccupied orbital energy = 0.9 eV
Charge = 0

=====

*x*
The following is a quantum chemistry calculation of a single C4H8OS molecule, from the Open Molecules 2025 dataset.

```
14
Properties=species:S:1:pos:R:3:nbo_charge:R:1
C -1.501 0.851 0.150 -0.5129
C 0.018 0.814 -0.235 -0.4368
C 1.097 0.064 0.633 0.0162
C 1.574 -1.103 -0.008 -0.0375
H -1.670 -1.276 -1.162 0.1239
H -1.607 1.138 1.176 0.2115
H -1.900 1.616 -0.393 0.2119
H 0.463 1.859 -0.512 0.2274
H -0.337 0.225 -1.219 0.2113
H 1.203 0.275 1.833 0.2073
H 1.640 -2.274 0.428 0.1463
H 0.975 -1.249 -0.921 0.1363
O 2.363 -0.151 0.028 -0.4629
S -2.317 -0.787 0.203 -0.0420
```

Values from the calculation:
Orbital gap = 9.97 eV
SMILES = SCC[C@H]1CO1
Lowest unoccupied orbital energy = 0.6 eV
Charge = 0

=====

*y*
The following is a quantum chemistry calculation of a single C4H8OS molecule, from the Open Molecules 2025 dataset.

```
14
Properties=species:S:1:pos:R:3:nbo_charge:R:1
C -0.166 -1.302 -0.134 -0.0874
C 0.651 -0.277 0.590 -0.3635
C 0.237 1.194 0.499 -0.2039
C -0.787 1.596 -0.243 -0.3866
H -2.068 -1.523 -0.418 0.4667
H -0.195 -0.999 -1.165 0.1642
H 0.380 -2.291 -0.057 0.1887
H 0.634 -0.630 1.637 0.2344
H 2.113 0.342 -1.052 0.1169
H 0.821 1.864 1.096 0.2142
H -1.380 0.919 -0.822 0.1968
H -1.091 2.767 -0.255 0.2077
O -1.554 -1.291 0.321 -0.7218
S 2.404 -0.370 0.002 -0.0265
```

Values from the calculation:
Orbital gap = 10.10 eV
SMILES = C=C[C@H](S)CO
Lowest unoccupied orbital energy = 0.9 eV
Charge = 0

=====

The calculated energies rank the structures as follows, beginning with the most stable: *w*, *y*, *x*.

=====

*w*
The following is a quantum chemistry calculation of a single C3H7NO2S molecule, from the Open Molecules 2025 dataset.

```
14
Properties=species:S:1:pos:R:3:nbo_charge:R:1
C 1.822 -1.211 0.713 -0.2459
C 0.504 -0.129 -0.027 -0.2386
C 0.779 0.625 -1.276 -0.7214
N -1.919 0.937 0.704 -1.0475
O -1.795 -1.215 -0.755 -0.9106
O -1.161 -1.215 1.611 -0.9495
S -1.190 -0.541 0.349 2.2539
H 1.604 -1.821 1.474 0.1812
H 2.733 -0.643 0.359 0.1916
H 1.860 0.894 -1.438 0.2391
H 0.414 -0.013 -2.103 0.2505
H 0.076 1.448 -1.236 0.2177
H -1.779 1.263 1.585 0.3980
H -1.948 1.621 0.039 0.3816
```

Values from the calculation:
Orbital gap (alpha / beta) = 9.08 / 8.79 eV
SMILES = C=C(C)S(N)(=O)=O
Lowest unoccupied orbital energy (alpha / beta) = -0.4 / -0.3 eV
Charge = 0

=====

*x*
The following is a quantum chemistry calculation of 2 unconnected molecules or ions with the total composition C3H7NO2S, from the Open Molecules 2025 dataset.

```
14
Properties=species:S:1:pos:R:3:nbo_charge:R:1
C 1.842 0.936 0.016 0.7313
C 2.443 -0.189 -0.244 -0.7800
C -1.279 0.260 -0.994 -0.8176
N -0.169 -0.045 1.476 -1.1532
O 1.421 2.039 0.007 -0.4948
O -2.192 -1.497 0.593 -0.9264
S -0.594 -0.846 0.306 1.3478
H 2.515 -0.902 0.458 0.2539
H -2.278 -1.583 1.497 0.4756
H 3.129 -0.118 -1.103 0.2665
H -1.964 -0.498 -1.471 0.2480
H -0.420 0.554 -1.603 0.2392
H -1.927 0.969 -0.507 0.2373
H -0.526 0.919 1.569 0.3723
```

Values from the calculation:
Orbital gap = 10.07 eV
Lowest unoccupied orbital energy = 0.8 eV
Charge = 0

=====

*y*
The following is a quantum chemistry calculation of a molecular structure, C3H7NO2S, from the Open Molecules 2025 dataset.

```
14
Properties=species:S:1:pos:R:3:nbo_charge:R:1
C -2.463 -0.111 -0.404 0.8060
C -1.537 -1.238 -0.480 -0.7552
C 1.914 0.841 0.608 -0.4436
N 0.801 0.289 1.344 -0.6221
O -3.669 -0.089 -0.428 -0.5482
O -1.651 1.040 -0.331 -0.7285
S -0.398 1.234 1.525 0.4087
H -1.030 -1.162 -1.350 0.2381
H -2.058 -2.235 -0.616 0.2487
H -0.753 -1.009 0.398 0.2822
H 1.947 0.164 -0.183 0.2089
H 2.863 0.721 1.323 0.2070
H 1.620 1.799 0.426 0.1852
H -2.101 1.877 -0.159 0.5129
```

Values from the calculation:
Orbital gap = 8.17 eV
Lowest unoccupied orbital energy = -0.2 eV
Charge = 0

=====

*z*
The following is a quantum chemistry calculation of 2 unconnected molecules or ions with the total composition C3H7NO2S, from the Open Molecules 2025 dataset.

```
14
Properties=species:S:1:pos:R:3:nbo_charge:R:1
C -2.385 0.438 -0.479 -0.7036
C 1.351 -0.404 1.434 -0.7611
C -1.098 0.472 0.089 -0.2027
N 1.998 -0.499 -1.992 0.4177
O 1.003 0.016 -1.491 -0.4294
O 2.978 -0.782 -1.381 -0.3640
S -0.431 -0.785 1.088 0.3797
H -2.363 -0.032 -1.467 0.2534
H -3.003 -0.113 0.126 0.2292
H -2.910 1.364 -0.570 0.2390
H 1.865 -1.096 2.224 0.2499
H 1.448 0.533 1.902 0.2222
H 2.029 -0.435 0.538 0.2542
H -0.482 1.322 -0.022 0.2155
```

Values from the calculation:
Orbital gap (alpha / beta) = 4.38 / 8.89 eV
Lowest unoccupied orbital energy (alpha / beta) = -2.2 / -0.3 eV
Charge = 0

=====

The calculated energies rank the structures as follows, beginning with the most stable: *y*, *x*, *w*, *z*.

=====

*w*
The following is a quantum chemistry calculation of a molecular structure, C3H7NO2S, from the Open Molecules 2025 dataset.

```
14
Properties=species:S:1:pos:R:3:nbo_charge:R:1
C 0.333 -1.591 -0.377 -0.2602
C 0.340 -0.608 -1.619 -0.0927
C 0.164 1.379 1.634 -0.8030
N -0.350 -1.078 0.667 -0.7958
O -2.665 1.705 0.242 -0.5738
O 0.162 0.657 -0.942 -0.6849
S -0.730 0.413 0.361 1.6288
H -0.020 -2.480 -0.839 0.1960
H 1.352 -1.722 0.043 0.1952
H 1.185 -0.585 -2.252 0.2128
H -0.582 -0.718 -2.241 0.1866
H -0.628 2.145 1.882 0.2763
H 0.464 0.649 2.391 0.2613
H 0.974 1.833 1.051 0.2535
```

Values from the calculation:
Orbital gap (alpha / beta) = 6.83 / 8.73 eV
Lowest unoccupied orbital energy (alpha / beta) = -1.6 / 0.0 eV
Charge = 0

=====

*x*
The following is a quantum chemistry calculation of a single C3H7NO2S molecule, from the Open Molecules 2025 dataset.

```
14
Properties=species:S:1:pos:R:3:nbo_charge:R:1
C -1.968 -0.417 0.531 -0.5999
C -1.397 0.356 -0.583 -0.1113
C 0.985 0.570 -0.248 0.8680
H -3.036 0.148 0.610 0.1935
H -1.399 -0.202 1.357 0.2018
H -2.139 -1.522 0.519 0.2206
H -1.503 1.501 -0.358 0.2321
H -1.883 -0.216 -1.375 0.2129
H 1.861 -1.240 -0.618 0.3911
H 3.641 -0.328 1.338 0.0976
N 2.109 -0.111 -0.690 -0.7588
O -0.069 -0.143 -0.609 -0.5241
O 1.069 1.676 0.111 -0.5907
S 3.728 -0.073 0.015 0.1673
```

Values from the calculation:
Orbital gap = 10.19 eV
SMILES = CCOC(=O)NS
Lowest unoccupied orbital energy = 0.6 eV
Charge = 0

=====

The calculated energies rank the structures as follows, beginning with the most stable: *x*, *w*.